1.
115
Properties=species:S:1:pos:R:3 method="wB97M-V/def2-TZVPD" total_energy_ha=-2846.1481 total_charge=+1
H -4.104 -4.760 -2.055
P -0.104 -2.521 0.660
H 3.880 -1.152 2.719
N 7.276 -3.875 2.378
C 7.574 -4.557 3.527
H -0.677 -3.790 -4.819
C 5.733 1.943 1.653
H 2.980 -3.531 1.406
C -1.729 -0.813 -0.213
H -6.960 -0.218 1.049
C -4.733 -2.819 -1.322
H 2.468 0.606 -0.517
O -4.605 -0.382 -2.019
C 0.030 -0.954 -1.771
H 1.283 3.352 -3.123
C 0.683 -2.342 -2.150
C 0.562 0.093 0.545
C 0.901 0.077 -2.518
O -8.724 0.648 0.239
C -9.395 -0.266 1.016
H 3.610 9.462 1.148
H -2.134 -1.494 0.558
O -10.207 0.108 1.749
H 2.914 -1.870 0.040
C 2.096 0.197 0.426
H 1.150 -3.125 0.457
H 7.013 -4.297 1.506
C -5.211 1.977 0.546
H -4.190 -3.527 -3.384
C -2.421 0.496 0.207
C 0.361 -4.110 -5.033
H -1.038 -3.406 0.084
H 4.277 1.890 3.185
H 8.151 -3.863 5.513
H -0.089 1.892 -1.621
H -9.952 -2.356 0.773
N 2.956 7.020 -0.902
H 2.695 6.614 -1.782
H 2.388 0.963 1.157
B -3.905 -1.487 -1.643
S -0.432 -2.436 2.550
H 5.760 5.178 1.053
C 3.006 -3.053 2.393
H -4.325 -3.196 -0.369
H 0.290 0.102 1.604
H 4.030 -0.687 0.624
H 2.727 2.524 -2.296
C 4.724 3.798 2.387
H 5.950 0.888 1.614
H -3.581 2.216 1.916
C -6.725 1.907 0.894
N -0.200 -0.907 -0.258
H -2.290 0.996 -2.553
H -1.388 -1.790 -3.356
C -1.924 0.227 -3.237
H -1.255 0.741 -3.939
C -7.302 0.582 0.376
C 5.598 4.172 1.401
O 1.278 -3.858 -4.015
C -4.634 -3.891 -2.455
C 2.962 -1.504 2.234
H 2.144 -1.043 2.795
H -7.272 2.710 0.390
H -0.032 -3.166 -2.039
H -4.991 3.041 0.402
C -4.306 1.424 1.676
H -5.767 -2.527 -1.087
H 6.985 2.925 0.159
H 2.155 -2.037 -3.733
H 2.888 9.085 -1.434
C -9.059 -1.756 0.921
H 0.206 1.081 0.233
C 7.760 -2.350 3.909
H -8.329 -1.882 0.112
C 6.238 2.993 0.933
H -1.791 1.273 0.648
C 7.392 -2.529 2.603
H -8.533 -2.004 1.848
H 1.597 -2.521 -1.574
C 3.074 8.362 -0.658
C 7.876 -3.638 4.496
H 3.952 -3.355 2.855
C -2.321 -1.544 -1.451
N 4.809 2.438 2.533
H -5.527 -0.630 -2.180
H -5.646 -4.254 -2.649
H -4.063 -0.720 1.099
H 4.052 4.379 2.997
C 1.669 2.499 -2.561
H 7.929 -1.401 4.391
H 0.529 -1.945 -4.337
H -2.871 -0.051 2.206
H -2.993 0.982 -0.588
C -3.476 0.185 1.316
O 0.697 -4.612 -6.010
H 0.735 0.066 -3.593
C 3.552 7.224 1.220
H 7.545 -5.633 3.555
C 3.250 6.319 0.236
H -6.880 2.024 1.971
H -2.780 -0.070 -3.851
H -6.893 0.360 -0.619
C 1.162 -2.481 -3.620
C 2.997 -1.037 0.747
H 7.202 -1.818 1.815
H 2.221 -3.432 3.047
H 3.824 6.984 2.235
H -2.135 -2.629 -1.486
C -1.321 -1.024 -2.581
C 3.440 8.521 0.652
C 0.789 1.558 -2.191
H 3.219 5.243 0.248
H -4.885 1.268 2.591
H 1.968 -0.195 -2.406
H -5.058 1.504 -0.430

***

2.
113
Properties=species:S:1:pos:R:3 method="wB97M-V/def2-TZVPD" total_energy_ha=-2906.1820 smiles="COCCCCCCC[C@@H]1OS(=O)(=O)C[C@H](CCOCCOc2ccc(C(C)(C)CC(C)(C)C)cc2)[C@H]1Cl.CCCC#N.CCCC#N" total_charge=0
C -8.155 -0.710 3.812
C -2.865 2.221 -0.143
C 5.031 -2.971 -0.205
H -6.884 1.478 -3.007
H 1.120 -3.180 -0.887
Cl 4.975 -4.697 1.880
H 7.983 -1.132 -0.037
H -2.593 -4.028 2.727
C -3.970 1.188 0.243
H 4.630 4.291 -3.809
C -8.703 -1.703 2.792
H -2.055 1.738 -0.693
H 7.489 0.028 -2.016
C 7.131 -1.528 -0.603
H 7.571 5.037 -6.181
H 3.757 3.304 -1.527
H -5.551 2.752 0.247
C -4.320 0.384 -1.061
H -2.423 2.576 0.796
C 6.509 3.448 -4.124
H 6.798 1.445 -0.335
H -1.680 -4.680 4.080
C 5.616 4.604 -4.159
H -3.979 -0.649 -0.914
H -3.719 0.781 -1.885
O -0.259 -5.397 1.954
H 6.696 -2.756 1.079
H -3.281 3.066 -0.693
C -2.256 -1.706 3.076
H 3.100 -4.627 -0.685
H 2.188 -4.651 2.233
C -8.935 1.355 2.673
H -8.108 -2.616 2.800
C 5.995 0.803 -0.718
N 7.213 2.542 -4.098
H -7.544 -0.947 -1.077
H 4.241 1.054 -1.925
H 5.703 1.831 -2.578
C -6.743 -0.425 -0.548
C -3.347 0.206 1.252
H 0.416 -3.634 2.845
H -8.605 1.190 4.725
N -8.896 1.969 1.704
C 5.118 1.655 -1.668
C 1.890 -2.935 -0.160
H 7.165 6.571 -5.399
H -5.628 -1.679 -2.427
H 4.728 5.978 -5.542
H 5.974 5.362 -3.460
H -8.141 -1.184 4.796
H 3.783 -2.708 1.541
H 3.076 4.220 2.560
H -9.736 -1.971 3.018
H 4.347 5.437 2.591
H 5.937 -0.714 -2.274
O 4.348 -2.320 -1.301
C -5.780 0.287 -1.533
C -1.657 -3.931 3.288
C 4.067 -3.523 0.865
C -1.422 -0.927 2.269
H 1.463 -2.458 0.725
C 4.460 2.995 0.438
C 4.709 3.021 -1.062
H -6.670 -0.594 -3.354
C -6.370 1.635 -2.059
H -5.830 1.331 1.336
C -3.627 -1.494 2.986
H 7.541 -2.317 -1.243
H 6.646 6.255 -7.055
H 5.455 3.769 -1.345
H 5.301 2.604 1.020
H -6.232 -1.070 0.170
C -8.984 0.574 3.908
H -7.009 2.123 -1.324
C 5.492 5.198 -5.565
H -5.516 2.283 -2.297
H -0.345 -1.042 2.314
C -4.172 -0.570 2.095
C 6.797 5.799 -6.077
C 2.780 -4.135 0.242
H -7.120 -0.466 3.563
O -1.685 -2.634 3.923
H 5.144 4.434 -6.263
O 2.325 -1.248 -2.163
C -5.096 2.003 0.891
H 2.675 -6.010 1.246
H 5.357 0.499 0.113
C -1.966 0.001 1.373
H -4.310 -2.060 3.613
S 2.936 -1.651 -0.916
C -5.737 -0.651 -2.790
C 0.638 -5.457 0.862
H 3.545 2.426 0.652
C 6.129 -2.096 0.416
H 5.533 -3.848 -0.629
H 0.638 -6.493 0.517
H 5.682 -1.332 1.057
H -4.882 -0.409 -3.429
C 2.090 -5.090 1.238
H -7.259 0.358 0.026
H -1.249 0.540 0.768
H 0.227 -4.858 0.038
H -0.670 -3.465 1.441
H -10.022 0.336 4.146
H -5.240 -0.424 2.010
O 3.079 -0.534 -0.002
H -4.659 2.546 1.740
C 6.614 -0.371 -1.488
C 4.112 4.423 2.253
O 4.256 4.348 0.858
H 4.804 3.751 2.779
C -0.468 -4.058 2.347
H -8.669 -1.293 1.781

***

3.
118
Properties=species:S:1:pos:R:3 method="wB97M-V/def2-TZVPD" total_energy_ha=-2894.0623 smiles="CCOCCOC[C@@](C#N)([C@@](C#N)(CCCCCCCCCCCCn1cccc1)C(F)(F)F)P(=O)(O)O.C1CCOC1.C1CCOC1.C1CCOC1" total_charge=0
H -0.344 2.484 -6.623
H -4.920 -0.299 2.487
C -4.048 -2.190 2.137
H -4.286 -0.459 0.894
H 3.754 8.284 0.719
C -2.007 0.879 0.153
H -0.439 3.867 -8.995
H 1.184 3.481 0.446
C -2.960 -4.458 1.948
H 5.529 -1.376 1.092
H 2.408 0.728 0.678
O 1.628 -1.825 4.719
H 3.394 -2.629 2.107
C 1.801 -1.693 7.071
C -2.878 0.170 2.418
O 3.426 7.263 3.338
C -0.753 4.471 -5.755
H 1.177 -2.584 1.228
C 1.458 0.439 0.242
H -4.837 -2.594 1.507
H 2.101 0.170 4.941
H 3.547 -0.867 1.890
O 3.776 -1.950 0.187
H 5.745 -3.768 0.917
C -1.853 -5.756 0.009
H -2.901 -7.532 -0.606
C 1.683 -1.637 1.248
H -1.948 -2.619 2.329
H -0.010 6.364 -6.524
H -3.120 0.561 3.402
H 1.463 -2.170 7.989
H 5.174 6.595 2.471
C 5.184 -1.841 0.170
C 0.880 -0.576 6.580
H -1.183 -7.614 -0.838
C -0.983 4.005 -8.061
C -2.177 -6.524 -2.364
H -1.880 2.017 1.965
C -0.224 2.486 -2.729
F 0.060 3.704 -2.281
H -1.742 6.392 -6.143
H -1.495 -0.062 0.322
H -1.964 -0.400 2.533
C -1.079 1.930 -0.442
O 3.765 2.129 -0.355
C 2.547 7.997 2.488
H 2.646 9.060 2.711
H 2.590 5.523 1.274
N -3.221 -5.532 -2.523
C -2.798 -2.945 1.743
C -0.932 5.772 -6.529
H 5.448 -1.187 -0.655
H -2.080 -4.836 2.462
C -0.202 3.542 -6.837
H 1.514 7.695 2.700
H 0.666 0.740 0.924
O 1.798 3.769 -0.234
H -2.075 -3.705 -2.573
H -2.805 0.693 -0.552
H 2.897 2.542 -3.067
H 5.303 -3.733 -0.773
H -0.165 -0.872 6.693
C -2.585 1.340 1.489
C -3.141 -5.252 0.648
C -3.037 -4.176 -2.614
O -1.233 5.398 -7.872
C -2.040 -6.952 -0.922
H -0.436 2.300 0.349
H -2.563 -2.753 0.697
H -1.719 4.104 -5.404
C 1.988 0.341 -2.136
C -0.155 1.449 -1.590
H -3.519 1.873 1.338
H -4.955 -6.791 -2.568
C 1.251 -0.502 5.105
H 4.094 5.869 0.428
O 2.692 3.215 -2.404
H 0.953 -3.345 5.938
C 3.434 6.205 1.225
C -5.229 -4.608 -2.736
C 2.939 7.642 1.059
C 5.836 -3.194 0.000
H 2.714 -3.215 5.782
H 0.423 -0.173 4.478
H -3.768 -6.112 0.855
H -0.096 4.583 -4.895
H -4.433 -2.528 -2.839
H 4.114 5.333 3.121
H 2.112 7.743 0.358
H -1.173 -6.052 0.804
C -0.727 0.239 -2.168
C 3.176 -1.792 1.447
C -4.562 -5.796 -2.605
C 1.343 1.151 -1.120
C -4.065 -0.676 1.933
F -1.470 2.527 -3.211
H -2.407 -7.372 -2.999
N -1.227 -0.690 -2.612
H 0.866 3.721 -6.977
C 4.131 6.279 2.578
H -4.324 -2.451 3.155
C -4.261 -3.579 -2.741
N 2.509 -0.292 -2.937
H -3.664 -4.633 -0.078
H 1.023 0.372 7.096
H -3.819 -4.660 2.581
H 1.312 -1.092 2.116
H -6.286 -4.466 -2.837
H -1.942 3.481 -8.138
C 1.792 -2.643 5.881
H 6.883 -3.104 -0.258
H -1.248 -6.111 -2.736
H -1.370 -4.957 -0.542
H 2.808 -1.305 7.239
H -1.692 2.755 -0.778
O 1.402 -0.939 0.057
F 0.589 2.188 -3.737
P 2.527 2.587 -0.979

***

4.
115
Properties=species:S:1:pos:R:3 method="wB97M-V/def2-TZVPD" e_above_lowest_kcal_mol=484.3 total_energy_ha=-2620.7310 total_charge=+1
O -1.579 2.988 -1.044
S 3.273 4.686 3.201
C 2.094 2.183 -1.559
C 2.332 1.073 0.864
N -5.629 -1.257 2.867
C -4.222 -0.681 2.750
H -3.907 2.991 1.015
H -3.580 -1.189 3.479
H -5.141 2.206 -0.198
H 3.548 2.190 3.340
H -8.490 -1.602 1.470
H 8.739 1.363 -1.497
H 3.127 3.986 0.401
H -7.667 -3.144 3.020
H -1.781 3.662 1.068
H 9.946 -2.308 -2.422
H -4.911 -2.905 1.687
C 2.266 -0.527 -4.956
C 0.673 -0.147 -5.081
H 2.361 -2.216 -2.560
C -2.653 -4.013 -3.609
C 3.937 3.152 0.236
C -7.434 -1.851 1.316
C -0.329 1.801 0.799
H 9.740 0.011 -0.111
C -5.596 -2.765 2.534
C 3.124 -1.513 -1.978
C -5.941 1.893 5.425
C 10.412 -1.796 -1.471
N -0.093 -0.760 -3.928
H 0.568 -1.176 -3.237
C 4.228 3.088 2.988
C -6.129 -1.070 4.328
H 2.883 -1.699 -0.824
C 4.924 2.883 1.518
C -1.888 -2.223 -1.582
C 6.471 1.246 -1.029
C -3.476 -4.919 -2.470
H 4.278 0.336 -4.255
H 5.008 -2.698 -1.394
H -0.902 -1.149 -0.147
H -7.654 -0.278 5.576
C -1.836 -2.624 -3.169
H -5.870 -0.432 0.902
C 3.193 1.811 -0.355
H 4.635 3.555 -0.644
C -6.987 1.396 4.441
H -4.273 0.390 2.954
H -6.196 1.614 6.451
H -5.876 2.985 5.378
H 5.123 3.129 3.777
O 1.733 0.803 -1.996
H -1.057 1.161 1.470
O 1.642 3.373 -1.966
C -7.289 -0.101 4.555
O -3.151 1.278 -1.745
H 2.820 1.559 -4.184
H -0.116 1.187 -0.176
C 4.630 -2.129 -2.363
H 5.835 3.640 1.457
C 1.163 2.037 1.513
H 0.195 -0.402 -6.134
H 4.315 -0.092 -0.480
H -7.061 0.180 2.049
H 2.229 4.336 4.116
C -4.201 2.935 -0.117
C 2.990 0.078 -2.354
H -4.542 3.952 -0.590
H -7.305 -2.049 0.245
O -1.239 -0.997 -1.094
H 9.018 -1.674 0.329
H -4.059 -5.105 -0.023
H -4.079 -5.906 -2.747
H 10.853 -2.668 -0.794
O 8.014 -0.743 -1.313
C -1.012 3.234 0.291
H 7.751 0.642 -2.932
H -1.915 -1.334 -5.086
H -7.922 1.937 4.632
H -0.111 4.000 0.131
C 7.849 0.649 -1.759
H -6.672 1.669 3.431
C -7.027 -3.058 2.133
H 11.312 -1.080 -1.701
H 2.721 -0.417 -6.054
H -4.950 1.494 5.190
H -8.132 -0.362 3.908
H -5.236 -3.329 3.400
C -2.705 -3.132 -0.445
C 4.089 0.755 -1.290
H 1.404 3.182 1.482
H 3.100 0.781 1.729
H 1.017 1.654 2.634
C 3.129 0.436 -3.947
H 6.334 0.612 -0.055
C -3.511 -4.502 -0.863
F 4.536 -3.167 -3.450
H -2.684 -2.765 0.669
H 2.309 -1.683 -4.679
C -1.106 -1.790 -4.374
H -7.118 -3.993 1.572
H 5.407 1.792 1.526
C -2.917 2.381 -0.983
H 5.376 -1.282 -2.708
H -5.263 -0.799 4.943
H 1.873 0.030 0.509
H -0.499 -2.591 -5.019
H -2.674 -4.370 -4.744
H -3.845 -0.863 1.738
C 9.274 -0.954 -0.584
H -6.447 -2.057 4.688
H 6.714 2.353 -0.688
O 5.310 1.265 -1.933
H 0.574 1.037 -4.972
C -6.520 -0.709 1.742